Entry 1:
{
  "formula": "C4H5N3S",
  "method": "ωB97M-V/def2-TZVPD",
  "de_lowest_kj_mol": 665.2,
  "largest_force_ev_per_a": 5.8,
  "lumo_ha": -0.04859,
  "energy_ev": -19527.9870,
  "gap_ev": 6.65,
  "elements": ["C", "H", "N", "N", "H", "C", "N", "C", "C", "H", "H", "S", "H"],
  "positions_angstrom": [[1.257, -0.155, 0.059], [1.286, 2.177, -0.013], [2.533, -0.799, 0.139], [-0.550, 1.234, -0.072], [-1.186, 2.110, -0.329], [-0.998, -0.139, -0.075], [-2.325, -0.584, -0.172], [0.106, -0.930, -0.138], [0.857, 1.195, 0.005], [-2.878, -0.152, 1.137], [0.246, -2.018, 0.107], [4.033, -0.032, -0.122], [-2.380, -1.906, -0.526]],
  "nbo_charge": [-0.013, 0.224, -0.440, -0.540, 0.444, 0.259, -0.814, -0.316, 0.007, 0.343, 0.241, 0.174, 0.430]
}

***

Entry 2:
{
  "formula": "C2H2F2LiMnO",
  "method": "ωB97M-V/def2-TZVPD",
  "de_lowest_kj_mol": 0.0,
  "spin_multiplicity": 6,
  "s_squared": 8.76,
  "total_charge": 1,
  "largest_force_ev_per_a": 2.5,
  "lumo_ha": [-0.18830, -0.20633],
  "energy_ev": -41107.2804,
  "gap_ev": [8.02, 7.66],
  "elements": ["O", "F", "H", "C", "Mn", "Li", "H", "F", "C"],
  "positions_angstrom": [[0.433, -0.801, -0.295], [-3.005, -0.534, 0.357], [-1.279, -1.465, -1.307], [-1.745, -0.059, 0.213], [1.549, 0.604, 0.059], [0.550, -2.676, -0.038], [-1.478, 0.565, 1.070], [1.081, 2.267, 0.641], [-0.898, -0.782, -0.539]],
  "nbo_charge": [-1.056, -0.312, 0.190, 0.204, 1.621, 0.982, 0.195, -0.776, -0.046]
}

***

Entry 3:
{
  "formula": "C4H7F3N2",
  "method": "ωB97M-V/def2-TZVPD",
  "de_lowest_kj_mol": 353.6,
  "largest_force_ev_per_a": 3.0,
  "lumo_ha": 0.02897,
  "energy_ev": -15390.0776,
  "gap_ev": 9.60,
  "elements": ["C", "F", "H", "H", "H", "H", "H", "H", "C", "F", "N", "H", "C", "C", "N", "F"],
  "positions_angstrom": [[-1.557, -1.116, -0.297], [-3.404, -0.003, -1.402], [-2.691, -1.938, 1.283], [-1.080, -2.801, 0.875], [2.030, 1.163, 1.429], [2.776, 2.709, 0.226], [-0.552, -1.069, -0.662], [2.347, -0.451, -0.862], [-1.790, -1.947, 0.711], [-1.666, 1.070, -1.210], [3.154, 1.732, 0.107], [3.542, 1.474, -0.819], [1.810, -0.330, 0.104], [-2.378, 0.073, -0.606], [2.308, 0.756, 0.578], [-2.848, 0.679, 0.544]],
  "nbo_charge": [-0.333, -0.306, 0.202, 0.215, 0.366, 0.376, 0.249, 0.092, -0.290, -0.346, -0.683, 0.370, -0.155, 0.949, -0.358, -0.349]
}

***

Entry 4:
{
  "formula": "C3H11NO3",
  "method": "ωB97M-V/def2-TZVPD",
  "de_lowest_kj_mol": 153.1,
  "spin_multiplicity": 2,
  "s_squared": 0.75,
  "total_charge": -1,
  "largest_force_ev_per_a": 3.1,
  "lumo_ha": [0.13819, 0.13312],
  "energy_ev": -10919.8680,
  "gap_ev": [3.06, 7.43],
  "elements": ["H", "C", "H", "H", "H", "H", "O", "C", "H", "O", "H", "H", "H", "N", "H", "O", "H", "C"],
  "positions_angstrom": [[0.271, -1.028, -2.413], [1.199, 0.324, 0.502], [-2.086, 2.213, 2.087], [-0.596, 2.544, 2.095], [-1.208, -1.718, -2.011], [0.854, 1.219, -1.650], [1.992, 0.933, 1.204], [-0.703, -0.723, -2.078], [-1.170, -0.190, -2.955], [-0.047, -3.838, 0.233], [0.007, 1.927, -0.328], [-1.560, 0.687, -1.036], [1.005, -0.740, 0.691], [-0.782, 0.052, -0.854], [0.762, -3.288, 0.318], [-1.409, 2.691, 1.596], [-0.740, -3.155, 0.075], [0.383, 0.960, -0.658]],
  "nbo_charge": [0.191, 0.059, 0.459, 0.482, 0.169, 0.136, -0.741, -0.451, 0.141, -0.990, 0.177, 0.340, 0.036, -0.633, 0.446, -0.960, 0.473, -0.333]
}